Arrangement one

{"formula": "C7H14O", "method": "ωB97M-V/def2-TZVPD", "homo_energy_ev": -9.1958, "total_charge": 0, "smiles": "C/C=C/C.C=CCO", "homo_lumo_gap_ev": 10.21, "species": ["C", "C", "C", "C", "H", "H", "H", "H", "H", "H", "H", "H", "C", "C", "C", "O", "H", "H", "H", "H", "H", "H"], "coordinates": [[0.162, -0.822, 2.481], [0.018, 0.514, 1.829], [-1.038, 0.873, 1.084], [-1.172, 2.204, 0.418], [1.191, -1.179, 2.372], [-0.500, -1.570, 2.033], [-0.063, -0.746, 3.549], [0.832, 1.219, 1.987], [-1.863, 0.178, 0.940], [-0.212, 2.725, 0.346], [-1.873, 2.834, 0.974], [-1.559, 2.075, -0.598], [-0.336, -0.177, -2.649], [0.828, -0.167, -1.985], [1.443, -1.305, -1.229], [0.540, -2.389, -1.086], [-0.954, -1.067, -2.711], [-0.689, 0.711, -3.164], [1.408, 0.754, -1.979], [2.337, -1.661, -1.749], [1.742, -0.976, -0.230], [-0.241, -2.029, -0.633]], "nbo_charge": [-0.6433, -0.1953, -0.1818, -0.6424, 0.2134, 0.2075, 0.2187, 0.1909, 0.1880, 0.2105, 0.2155, 0.2165, -0.4179, -0.1968, -0.1040, -0.7118, 0.2013, 0.2013, 0.1971, 0.1946, 0.1732, 0.4647]}

Arrangement two

{"formula": "C7H14O", "method": "ωB97M-V/def2-TZVPD", "homo_energy_ev": -9.4561, "total_charge": 0, "smiles": "C1CCCOCCC1", "homo_lumo_gap_ev": 10.58, "species": ["C", "C", "C", "C", "O", "C", "C", "C", "H", "H", "H", "H", "H", "H", "H", "H", "H", "H", "H", "H", "H", "H"], "coordinates": [[-0.408, -0.502, -0.637], [-1.752, 0.147, -0.966], [-1.479, 1.403, -0.239], [-0.452, 1.478, 0.965], [0.980, 1.148, 0.923], [1.438, -0.118, 1.172], [1.794, -1.044, -0.098], [0.553, -1.608, -0.808], [-0.550, -0.439, 0.407], [0.166, 0.318, -0.945], [-1.922, 0.192, -2.005], [-2.601, -0.455, -0.664], [-2.431, 1.936, 0.033], [-1.053, 1.974, -1.055], [-0.856, 0.938, 1.933], [-0.450, 2.590, 1.215], [2.372, -0.059, 1.727], [0.778, -0.754, 1.797], [2.360, -2.002, 0.256], [2.411, -0.527, -0.848], [0.343, -2.576, -0.329], [0.762, -2.040, -1.834]], "nbo_charge": [-0.4029, -0.3904, -0.4397, -0.0834, -0.5481, -0.0655, -0.4104, -0.4003, 0.1917, 0.1842, 0.2047, 0.1913, 0.2231, 0.2105, 0.1719, 0.2076, 0.1903, 0.1588, 0.2021, 0.2056, 0.1925, 0.2063]}

Arrangement three

{"formula": "C7H14O", "method": "ωB97M-V/def2-TZVPD", "homo_energy_ev": -8.5298, "total_charge": 0, "smiles": "C=C(C)/C(C)=C/C.O", "homo_lumo_gap_ev": 9.33, "species": ["C", "C", "C", "C", "C", "C", "C", "H", "H", "H", "H", "H", "H", "H", "H", "H", "H", "H", "H", "O", "H", "H"], "coordinates": [[-0.473, 2.090, 0.577], [0.261, 1.019, 0.887], [1.207, 1.161, 2.039], [-0.046, -0.378, 0.446], [1.164, -1.298, 0.402], [-1.175, -0.654, -0.210], [-1.458, -1.865, -1.049], [-1.151, 2.130, -0.265], [-0.269, 3.065, 1.005], [1.101, 0.538, 2.924], [2.230, 0.861, 1.767], [1.358, 2.166, 2.433], [2.105, -0.771, 0.291], [1.217, -2.024, 1.211], [1.084, -1.839, -0.527], [-1.896, 0.135, -0.361], [-1.254, -1.559, -2.075], [-0.867, -2.738, -0.796], [-2.474, -2.243, -1.019], [-0.255, 1.114, -2.456], [-0.102, 0.346, -1.881], [-0.307, 0.743, -3.343]], "nbo_charge": [-0.3597, -0.0360, -0.6464, -0.0383, -0.6530, -0.1744, -0.6530, 0.2043, 0.1935, 0.2177, 0.2084, 0.2192, 0.2210, 0.2242, 0.2119, 0.2106, 0.2100, 0.2147, 0.2248, -0.9416, 0.4766, 0.4653]}

Arrangement four

{"formula": "C7H14O", "method": "ωB97M-V/def2-TZVPD", "homo_energy_ev": -9.0427, "total_charge": 0, "smiles": "C=CCC(=C)CC.O", "homo_lumo_gap_ev": 9.77, "species": ["C", "C", "C", "C", "C", "C", "C", "H", "H", "H", "H", "H", "H", "H", "H", "H", "H", "H", "H", "O", "H", "H"], "coordinates": [[-1.557, 0.618, 2.300], [-1.723, 0.889, 1.000], [-1.184, 0.128, -0.211], [0.286, -0.075, -0.451], [1.022, 0.539, -1.456], [1.081, -1.142, 0.231], [2.121, -0.798, 1.429], [-1.830, 1.244, 3.132], [-0.937, -0.250, 2.733], [-2.193, 1.859, 0.727], [-1.698, -0.839, -0.061], [-1.613, 0.700, -1.191], [0.793, 1.056, -2.324], [2.187, 0.608, -1.512], [0.353, -1.837, 0.590], [1.598, -1.780, -0.512], [1.442, -0.323, 2.250], [2.617, -1.693, 1.749], [2.848, -0.107, 1.032], [-1.416, 0.208, -3.199], [-1.683, 1.112, -3.252], [-0.513, -0.119, -3.004]], "nbo_charge": [-0.4041, -0.1613, -0.5094, 0.0479, -0.4391, -0.4389, -0.5916, 0.2033, 0.1853, 0.2001, 0.2304, 0.2495, 0.1852, 0.1958, 0.2021, 0.2087, 0.2072, 0.2103, 0.2065, -0.9876, 0.4901, 0.5095]}

Which structure is the most stable? The one labeled arrangement three.